Here is 8 unconnected molecules or ions with the total composition C40H58F2N10O2 at a distorted geometry from the Open Molecules 2025 dataset. Energies are from wB97M-V/def2-TZVPD.

```
! RIJCOSX wB97M-V def2-TZVPD def2/J DEFGRID3
* xyz 0 1
C -4.746 -3.451 0.996
C -4.114 -3.111 -0.422
F -3.585 -4.237 -1.091
C -3.044 -1.984 -0.177
C -1.599 -2.241 -0.459
N -0.569 -1.367 -0.266
C -1.077 -0.174 0.240
C -0.077 0.920 0.551
C -0.489 2.223 1.048
C 0.545 3.354 1.340
O 0.820 4.165 0.489
N 1.167 3.360 2.666
C 0.602 2.276 3.462
O -0.373 2.389 4.136
F 1.247 1.056 3.398
C -1.952 2.539 1.315
C -2.905 1.475 1.042
C -2.498 0.128 0.495
N -3.513 -0.796 0.284
H -5.670 -2.820 1.155
H -5.003 -4.535 1.127
H -4.037 -3.179 1.825
H -4.943 -2.611 -1.009
H -1.331 -3.253 -0.871
H 1.021 0.743 0.401
H 0.997 4.260 3.135
H -2.304 3.525 1.706
H -4.000 1.705 1.271
C -3.867 -8.442 -4.427
C -3.689 -6.929 -4.483
C -3.987 -6.244 -3.146
C -5.398 -6.501 -2.747
N -6.489 -6.702 -2.439
H -4.899 -8.718 -4.201
H -3.616 -8.890 -5.391
H -3.217 -8.886 -3.668
H -4.343 -6.523 -5.260
H -2.661 -6.702 -4.777
H -3.833 -5.168 -3.233
H -3.322 -6.618 -2.366
C 5.111 1.161 -2.728
C 4.456 -0.200 -2.518
C 3.042 -0.100 -1.941
C 3.082 0.571 -0.613
N 3.112 1.090 0.415
H 5.236 1.698 -1.785
H 6.102 1.041 -3.167
H 4.514 1.782 -3.401
H 5.087 -0.798 -1.851
H 4.413 -0.725 -3.476
H 2.612 -1.097 -1.823
H 2.398 0.468 -2.609
C -3.797 6.486 3.291
C -5.042 6.568 2.415
C -6.145 5.601 2.855
C -5.652 4.198 2.780
N -5.271 3.114 2.719
H -3.333 5.498 3.241
H -3.051 7.211 2.959
H -4.037 6.701 4.335
H -4.762 6.361 1.378
H -5.432 7.589 2.444
H -7.018 5.706 2.208
H -6.456 5.815 3.881
C -6.142 -0.003 6.748
C -6.799 0.884 5.696
C -7.372 0.089 4.520
C -6.285 -0.663 3.835
N -5.444 -1.244 3.306
H -5.287 -0.546 6.339
H -5.774 0.602 7.579
H -6.853 -0.732 7.147
H -6.063 1.605 5.330
H -7.604 1.455 6.165
H -7.841 0.764 3.803
H -8.130 -0.618 4.866
C 4.246 2.484 3.791
C 3.731 2.627 5.220
C 4.797 3.147 6.189
C 5.948 2.204 6.237
N 6.838 1.475 6.273
H 5.056 1.755 3.726
H 3.448 2.140 3.134
H 4.613 3.441 3.409
H 3.362 1.656 5.562
H 2.881 3.315 5.225
H 4.377 3.244 7.193
H 5.155 4.130 5.875
C 8.726 -0.889 -1.464
C 8.835 -1.979 -2.525
C 9.438 -1.474 -3.839
C 8.583 -0.397 -4.410
N 7.920 0.437 -4.845
H 8.059 -0.084 -1.781
H 8.319 -1.300 -0.538
H 9.705 -0.458 -1.243
H 7.841 -2.395 -2.710
H 9.456 -2.791 -2.139
H 9.507 -2.290 -4.560
H 10.443 -1.081 -3.674
C 3.507 0.061 -7.611
C 2.852 -1.300 -7.398
C 1.436 -1.198 -6.826
C 1.470 -0.522 -5.500
N 1.498 -0.001 -4.474
H 3.629 0.600 -6.668
H 4.500 -0.059 -8.046
H 2.912 0.681 -8.287
H 3.480 -1.895 -6.729
H 2.812 -1.829 -8.354
H 1.006 -2.194 -6.704
H 0.789 -0.630 -7.499
*
```

## Properties
structure (SMILES) = C[C@H](F)c1cnc2cc(C(=O)NC(=O)F)ccc2n1.CCCC#N.CCCC#N.CCCC#N.CCCC#N.CCCC#N.CCCC#N.CCCC#N
HOMO energy = -8.59 eV
Kohn-Sham gap = 8.35 eV